Record 1
The following is a quantum chemistry calculation of C40H67AsBIrN6O as an isolated structure at a distorted geometry, from the OMol25 dataset.

Summary:
HOMO-LUMO gap   7.0 eV
Highest occupied orbital energy   -6.45 eV
E_LUMO   0.54 eV
Energy relative to the best compared isomer or geometry (same formula, charge and spin)   2.765 eV
Multiplicity   1
Strongest force on any atom   1.3 eV Å⁻¹
E   -117909.3482 eV

Each line ends with the Löwdin charge.
Atoms and positions in Å:
1 Ir -0.12 -0.32 0.44  1.1197
2 C 0.55 1.14 -2.65  -0.0793
3 C 1.05 2.48 -2.15  -0.3567
4 C 2.58 2.57 -2.21  -0.0506
5 C 0.58 2.83 -0.77  -0.2302
6 C 0.66 4.12 -0.17  0.0472
7 C 0.10 4.00 1.07  -0.2223
8 C -0.22 5.05 2.09  -0.3612
9 C -1.59 5.67 1.78  -0.0470
10 C 0.85 6.13 2.14  -0.0563
11 N -0.29 2.69 1.20  0.0408
12 N 0.02 1.99 0.06  0.0425
13 B -1.21 2.11 2.15  -0.2577
14 N -2.24 1.19 1.74  0.0380
15 N -2.17 0.39 0.61  0.0170
16 C -3.40 -0.04 0.41  -0.2502
17 C -4.27 0.42 1.41  0.0539
18 C -3.51 1.17 2.27  -0.1668
19 C -4.03 1.71 3.58  -0.3333
20 C -3.63 3.10 4.06  -0.0713
21 C -3.75 0.66 4.67  -0.0476
22 C -3.77 -0.77 -0.85  -0.3624
23 C -3.90 0.24 -1.99  -0.0420
24 C -5.03 -1.59 -0.68  -0.0491
25 N 1.98 0.74 1.68  0.0143
26 N 1.90 -0.34 0.85  -0.1413
27 C 3.15 -0.74 0.51  -0.2949
28 C 4.06 0.12 1.13  -0.0022
29 C 3.27 1.02 1.86  -0.3281
30 C 3.76 2.14 2.73  -0.3584
31 C 2.74 3.26 2.86  -0.0719
32 C 4.22 1.63 4.10  -0.0609
33 C 3.54 -1.93 -0.33  -0.3585
34 C 3.05 -3.22 0.32  -0.0623
35 C 3.15 -1.78 -1.80  -0.0575
36 H 0.86 0.99 -3.69  0.0841
37 H 0.95 0.33 -2.04  0.0227
38 H -0.53 1.07 -2.60  0.0632
39 H 0.64 3.26 -2.81  0.1390
40 H 3.02 1.80 -1.58  0.0788
41 H 2.93 2.41 -3.24  0.0791
42 H 2.95 3.54 -1.87  0.0741
43 H 1.06 5.02 -0.61  0.1220
44 H -0.28 4.56 3.07  0.1239
45 H -1.56 6.17 0.80  0.0887
46 H -2.38 4.91 1.73  0.0636
47 H -1.87 6.41 2.53  0.0847
48 H 0.89 6.68 1.19  0.0825
49 H 0.62 6.85 2.93  0.0843
50 H 1.84 5.71 2.33  0.0589
51 H -1.27 2.58 3.22  0.0989
52 H -5.33 0.22 1.50  0.1236
53 H -5.11 1.75 3.41  0.1331
54 H -2.65 3.11 4.53  0.0618
55 H -3.63 3.84 3.25  0.0694
56 H -4.35 3.43 4.81  0.0829
57 H -2.69 0.43 4.69  0.0611
58 H -4.06 1.04 5.65  0.0813
59 H -4.29 -0.27 4.47  0.0735
60 H -2.93 -1.41 -1.07  0.0796
61 H -4.72 0.95 -1.79  0.0850
62 H -2.98 0.81 -2.12  0.0667
63 H -4.13 -0.27 -2.92  0.0817
64 H -5.90 -0.94 -0.53  0.0825
65 H -5.22 -2.18 -1.58  0.0881
66 H -4.96 -2.27 0.16  0.0563
67 H 5.13 0.07 1.06  0.1058
68 H 4.64 2.55 2.23  0.1350
69 H 1.85 2.94 3.42  0.0606
70 H 3.17 4.12 3.38  0.0830
71 H 2.40 3.57 1.87  0.0645
72 H 3.40 1.15 4.64  0.0370
73 H 5.03 0.90 3.99  0.0800
74 H 4.59 2.46 4.72  0.0795
75 H 4.63 -1.95 -0.29  0.1266
76 H 1.98 -3.21 0.46  0.0298
77 H 3.33 -4.10 -0.28  0.0804
78 H 3.51 -3.33 1.31  0.0795
79 H 2.12 -1.46 -1.92  0.0361
80 H 3.78 -1.03 -2.28  0.0794
81 H 3.28 -2.73 -2.34  0.0777
82 C 1.05 0.89 5.35  -0.1990
83 As 0.48 -0.71 4.44  0.9813
84 C -0.24 -1.85 5.83  -0.2062
85 C 2.04 -1.64 3.79  -0.1861
86 O -0.66 -0.40 3.30  -0.5321
87 H 1.83 0.68 6.08  0.0412
88 H 0.19 1.32 5.85  0.0402
89 H 1.43 1.59 4.60  -0.0051
90 H 0.44 -1.91 6.68  0.0352
91 H -0.41 -2.84 5.41  0.0371
92 H -1.19 -1.43 6.15  0.0287
93 H 2.66 -1.94 4.64  0.0446
94 H 2.59 -1.00 3.11  0.0020
95 H 1.68 -2.52 3.26  0.0393
96 C -1.61 -3.37 -1.87  -0.0436
97 C -1.19 -3.23 -0.39  -0.5322
98 C -0.30 -4.46 -0.10  -0.0484
99 C -0.27 -1.99 -0.29  -0.2557
100 C -2.35 -3.35 0.60  -0.1941
101 C -2.35 -2.66 1.81  -0.0418
102 C -3.34 -2.90 2.76  -0.0732
103 C -4.34 -3.84 2.53  -0.0985
104 C -4.34 -4.54 1.33  -0.0997
105 C -3.36 -4.29 0.38  -0.0592
106 H -0.72 -3.25 -2.50  0.0887
107 H -2.33 -2.63 -2.20  0.0676
108 H -2.02 -4.36 -2.08  0.0786
109 H 0.56 -4.49 -0.77  0.0783
110 H -0.89 -5.37 -0.24  0.0877
111 H 0.06 -4.44 0.94  0.0907
112 H 0.56 -2.26 -0.94  0.0072
113 H -1.57 -1.95 2.02  0.0487
114 H -3.31 -2.34 3.69  0.0897
115 H -5.10 -4.02 3.28  0.0964
116 H -5.11 -5.27 1.13  0.1006
117 H -3.39 -4.86 -0.55  0.1077

***

Record 2
The following is a quantum chemistry calculation of a 4-piece molecular cluster, C40H70ClN5O6 overall at a distorted geometry, from the OMol25 dataset.

Summary:
HOMO-LUMO gap   7.1 eV
Highest occupied orbital energy   -7.92 eV
E_LUMO   -0.80 eV
Multiplicity   1
SMILES   CCOCCCCCc1c(CC(=O)O)c(Cl)c(N=C=O)c2c1C(=O)C=C(CNC)C2=O.CCN(CC)CC.CCN(CC)CC.CCN(CC)CC
Strongest force on any atom   1.3 eV Å⁻¹
E   -74871.2014 eV

Each line ends with the Löwdin charge.
Atoms and positions in Å:
1 C -2.47 -5.39 3.71  -0.0554
2 C -2.14 -6.41 2.59  -0.2599
3 O -0.91 -6.00 2.00  -0.1809
4 C -0.35 -6.97 1.14  -0.2299
5 C 1.11 -7.29 1.49  -0.1533
6 C 1.93 -6.07 1.99  -0.1604
7 C 3.02 -5.66 0.97  -0.1782
8 C 3.33 -4.14 0.91  -0.1015
9 C 2.14 -3.20 1.01  -0.0915
10 C 1.05 -3.26 0.13  -0.1572
11 C 0.98 -4.29 -0.98  -0.0598
12 C 1.90 -3.82 -2.12  -0.4909
13 O 1.94 -2.68 -2.45  0.1433
14 O 2.63 -4.78 -2.77  0.1030
15 C 0.00 -2.36 0.24  -0.4623
16 Cl -1.37 -2.40 -0.83  0.8028
17 C -0.02 -1.35 1.23  -0.2044
18 N -1.14 -0.47 1.29  0.1651
19 C -0.92 0.69 0.96  -0.2828
20 O -0.70 1.82 0.81  0.2132
21 C 1.06 -1.31 2.09  -0.0140
22 C 2.12 -2.22 2.00  -0.0205
23 C 3.21 -2.07 3.04  -0.3052
24 O 3.79 -2.99 3.57  0.1105
25 C 3.52 -0.66 3.44  0.0714
26 C 2.52 0.21 3.52  -0.1450
27 C 2.75 1.66 3.93  -0.1643
28 N 2.12 2.48 2.89  -0.0950
29 C 2.63 2.13 1.57  -0.1192
30 C 1.12 -0.23 3.17  -0.2796
31 O 0.15 0.23 3.70  0.1578
32 H -3.10 -4.61 3.29  0.0706
33 H -1.51 -4.96 4.01  0.0757
34 H -2.94 -5.93 4.53  0.0696
35 H -2.93 -6.44 1.83  0.1193
36 H -1.99 -7.39 3.06  0.1146
37 H -0.48 -6.67 0.09  0.1122
38 H -0.92 -7.90 1.24  0.1145
39 H 1.56 -7.72 0.58  0.1085
40 H 1.16 -8.09 2.23  0.1075
41 H 2.45 -6.42 2.89  0.1118
42 H 1.29 -5.25 2.30  0.1037
43 H 2.84 -6.06 -0.03  0.0732
44 H 3.95 -6.15 1.28  0.1160
45 H 3.80 -3.95 -0.07  0.1241
46 H 4.09 -3.93 1.65  0.0989
47 H 1.21 -5.29 -0.64  0.0886
48 H -0.01 -4.33 -1.42  0.0899
49 H 3.02 -5.33 -2.08  0.0959
50 H 4.54 -0.40 3.69  0.1311
51 H 3.82 1.87 4.01  0.1181
52 H 2.30 1.87 4.91  0.1212
53 H 2.24 3.46 3.09  0.0967
54 H 2.02 1.33 1.14  0.0648
55 H 2.54 2.97 0.87  0.0864
56 H 3.69 1.84 1.57  0.0859
57 C -7.74 -0.67 -3.09  -0.0923
58 C -6.26 -0.65 -2.74  -0.2760
59 N -5.40 -0.87 -3.88  -0.1975
60 C -4.02 -1.16 -3.52  -0.2454
61 C -3.22 -0.08 -2.80  -0.1015
62 C -5.58 0.05 -4.99  -0.2453
63 C -5.43 1.55 -4.71  -0.0807
64 H -8.00 -1.59 -3.63  0.0791
65 H -8.34 -0.64 -2.18  0.0714
66 H -8.03 0.18 -3.70  0.0635
67 H -6.08 -1.46 -2.02  0.1176
68 H -6.04 0.29 -2.21  0.1022
69 H -3.48 -1.46 -4.43  0.1109
70 H -4.03 -2.06 -2.89  0.1043
71 H -2.94 0.74 -3.46  0.0462
72 H -2.29 -0.51 -2.42  0.0061
73 H -3.76 0.33 -1.94  0.0718
74 H -6.58 -0.11 -5.41  0.1010
75 H -4.89 -0.23 -5.79  0.1121
76 H -5.98 1.87 -3.83  0.0663
77 H -5.82 2.12 -5.56  0.0715
78 H -4.38 1.85 -4.59  0.0482
79 C 1.49 4.60 7.78  -0.0870
80 C 2.48 5.54 7.11  -0.2773
81 N 2.17 5.78 5.71  -0.2031
82 C 3.25 6.41 4.98  -0.2601
83 C 3.68 7.82 5.40  -0.0854
84 C 0.84 6.31 5.44  -0.2481
85 C 0.42 7.62 6.12  -0.0816
86 H 1.38 3.67 7.22  0.0725
87 H 1.84 4.35 8.78  0.0731
88 H 0.50 5.06 7.89  0.0660
89 H 3.47 5.07 7.16  0.1167
90 H 2.55 6.47 7.69  0.1019
91 H 3.00 6.42 3.91  0.1081
92 H 4.13 5.76 5.05  0.1066
93 H 2.95 8.58 5.10  0.0550
94 H 4.62 8.08 4.91  0.0708
95 H 3.85 7.90 6.47  0.0672
96 H 0.11 5.54 5.71  0.1028
97 H 0.72 6.42 4.36  0.1140
98 H 0.65 7.61 7.19  0.0668
99 H -0.65 7.75 6.02  0.0726
100 H 0.90 8.49 5.67  0.0534
101 C -0.23 -0.34 -4.89  -0.0824
102 C 0.76 0.58 -5.60  -0.2673
103 N 0.43 0.79 -7.00  -0.1987
104 C 1.51 1.39 -7.76  -0.2527
105 C 1.96 2.81 -7.39  -0.0881
106 C -0.90 1.31 -7.25  -0.2460
107 C -1.30 2.64 -6.59  -0.0811
108 H -0.35 -1.28 -5.43  0.0865
109 H 0.14 -0.57 -3.89  0.0700
110 H -1.21 0.13 -4.78  0.0395
111 H 1.74 0.11 -5.55  0.1197
112 H 0.84 1.52 -5.04  0.1032
113 H 1.24 1.37 -8.82  0.1102
114 H 2.38 0.73 -7.68  0.1089
115 H 1.23 3.56 -7.69  0.0535
116 H 2.89 3.04 -7.90  0.0688
117 H 2.14 2.91 -6.32  0.0656
118 H -1.63 0.55 -6.95  0.0983
119 H -1.04 1.40 -8.34  0.1140
120 H -1.05 2.65 -5.53  0.0659
121 H -2.38 2.77 -6.67  0.0658
122 H -0.83 3.49 -7.07  0.0532